[1]
ORCA calculation (ωB97M-V/def2-TZVPD) on a molecular structure, C56H51Cl4FeN5P in a non-equilibrium geometry.

Last column: Löwdin charge in e.
Positions of all 118 atoms, in Å:
Fe (13.1149, 12.8765, 12.5050)  0.69
Cl (20.6002, 8.6854, 16.6825)  0.62
C (19.1128, 9.2868, 15.9782)  -0.69
C (18.0684, 8.4873, 15.7155)  -0.13
C (16.9690, 8.9816, 15.0704)  -0.05
C (16.9471, 10.3190, 14.6286)  -0.14
C (18.0541, 11.1323, 14.9036)  -0.04
C (19.1598, 10.6080, 15.5976)  -0.11
C (15.7139, 11.0002, 13.8675)  -0.09
C (14.5209, 10.7319, 14.5773)  -0.17
C (14.2307, 10.6030, 15.9675)  -0.06
C (12.9141, 10.6601, 16.2432)  -0.03
C (12.2033, 10.7994, 15.0094)  -0.24
C (10.8794, 11.2680, 14.9181)  -0.11
C (9.8624, 10.7748, 15.9163)  -0.20
C (9.1573, 11.5974, 16.7281)  -0.06
C (8.3792, 11.1450, 17.7688)  -0.12
C (8.2983, 9.8031, 18.0607)  -0.70
Cl (7.1452, 9.2459, 19.2284)  0.64
C (9.1547, 8.9552, 17.4052)  -0.09
C (9.8700, 9.4244, 16.2800)  -0.01
C (10.4673, 12.3162, 14.0555)  -0.26
N (11.2211, 13.0311, 13.1232)  0.00
C (10.3768, 14.0484, 12.6657)  -0.23
C (10.6244, 15.1710, 11.8293)  -0.14
C (9.5675, 16.0466, 11.3947)  -0.24
C (8.7564, 15.7692, 10.2898)  -0.02
C (7.8517, 16.7327, 9.8257)  -0.10
C (7.6846, 17.9839, 10.4849)  -0.72
Cl (6.6388, 19.1289, 9.7981)  0.67
C (8.3902, 18.2102, 11.6343)  -0.12
C (9.3093, 17.2711, 12.0456)  -0.02
C (11.9225, 15.3810, 11.2830)  -0.20
C (12.2563, 16.5927, 10.5068)  -0.02
C (13.6403, 16.4522, 10.2102)  -0.01
C (14.0563, 15.2017, 10.9765)  -0.25
N (13.0752, 14.6520, 11.5918)  0.02
C (15.4147, 14.5950, 10.7188)  -0.08
C (15.8271, 13.4554, 11.3352)  -0.31
C (17.1568, 13.0193, 11.2202)  -0.02
C (17.2668, 12.0383, 12.1386)  -0.07
C (16.0872, 11.8826, 12.9071)  -0.24
N (15.0388, 12.6883, 12.2197)  0.02
C (16.2680, 15.3437, 9.7625)  -0.25
C (17.2870, 16.0900, 10.2442)  -0.03
C (18.0574, 16.9298, 9.3999)  -0.10
C (17.7547, 16.9677, 8.0500)  -0.64
Cl (18.7960, 18.0284, 7.0560)  0.58
C (16.7383, 16.1629, 7.5204)  -0.09
C (15.9358, 15.4047, 8.3907)  -0.02
C (8.9861, 13.8747, 13.1029)  0.00
C (9.0613, 12.7510, 14.0188)  -0.03
N (13.1900, 10.9524, 14.0757)  -0.10
H (17.9779, 7.3958, 15.9121)  0.13
H (16.1238, 8.3611, 14.8617)  0.08
H (18.1039, 12.1825, 14.5758)  0.12
H (19.9435, 11.3074, 15.8227)  0.10
H (15.1008, 10.4346, 16.6118)  0.11
H (12.3237, 10.6280, 17.1588)  0.12
H (9.0767, 12.7094, 16.5774)  0.14
H (7.6335, 11.8169, 18.1909)  0.11
H (9.2911, 7.9413, 17.7831)  0.10
H (10.5581, 8.8096, 15.7987)  0.07
H (8.9515, 14.8370, 9.7187)  0.13
H (7.3754, 16.5556, 8.8770)  0.09
H (8.3296, 19.0740, 12.2159)  0.09
H (9.8969, 17.4142, 12.9527)  0.13
H (11.7971, 17.4982, 10.0958)  0.10
H (14.2930, 17.2875, 9.7391)  0.13
H (17.8830, 13.3961, 10.4909)  0.12
H (17.9526, 11.2455, 12.4974)  0.12
H (17.5253, 15.9010, 11.2768)  0.12
H (18.8208, 17.6022, 9.7588)  0.09
H (16.4249, 16.3051, 6.4457)  0.12
H (15.0278, 14.9798, 8.0579)  0.10
H (8.0976, 14.2800, 12.6342)  0.08
H (8.3641, 12.1527, 14.5701)  0.07
C (10.5344, 8.7074, 10.0468)  -0.10
C (11.0100, 9.5568, 11.2221)  -0.57
C (10.6326, 10.9712, 10.7717)  -0.08
C (9.9899, 9.3260, 12.3717)  -0.06
P (12.7550, 9.4225, 11.7964)  1.14
N (12.9428, 10.8726, 12.6876)  -0.17
C (13.7753, 9.4547, 10.2051)  -0.57
C (15.2940, 9.6850, 10.5481)  -0.07
C (13.7871, 8.0775, 9.5084)  -0.09
C (13.4365, 10.5528, 9.2041)  -0.09
C (13.1612, 7.8666, 12.6901)  -0.56
C (14.6140, 7.4021, 12.8200)  -0.08
C (12.6835, 7.9517, 14.1651)  -0.06
C (12.3102, 6.7669, 11.9811)  -0.07
H (9.4530, 8.8936, 10.0055)  0.09
H (10.6724, 7.6356, 10.1213)  0.07
H (10.8444, 9.0770, 9.0901)  0.07
H (10.6122, 11.6571, 11.6089)  0.05
H (9.6985, 10.8899, 10.3483)  0.06
H (11.2627, 11.5177, 9.9986)  0.10
H (9.0197, 9.4216, 11.8942)  0.09
H (10.1572, 10.0401, 13.1895)  0.07
H (9.9048, 8.3842, 12.8054)  0.05
H (16.0252, 9.2254, 9.7880)  0.12
H (15.5905, 9.1862, 11.4597)  0.04
H (15.4873, 10.7832, 10.6067)  0.07
H (14.3275, 7.3461, 10.1517)  0.07
H (14.4332, 8.2486, 8.6878)  0.06
H (12.8019, 7.7242, 9.2048)  0.07
H (13.5321, 11.5009, 9.7349)  0.07
H (12.4410, 10.4667, 8.7477)  0.06
H (14.1627, 10.5229, 8.3651)  0.10
H (15.2009, 8.1142, 13.4093)  0.05
H (15.1689, 7.1523, 11.9218)  0.08
H (14.6427, 6.5506, 13.4697)  0.08
H (13.2841, 8.6211, 14.7668)  0.06
H (12.8632, 6.9124, 14.5658)  0.12
H (11.6900, 8.3040, 14.2523)  0.04
H (12.5863, 6.7262, 10.9158)  0.05
H (11.2363, 6.8442, 12.1195)  0.07
H (12.6549, 5.8431, 12.4365)  0.09

Forces on the atoms, in the same order (eV/Å):
-0.140 -0.238 -0.329
-0.054 -0.417 0.281
2.570 0.928 0.474
-1.666 -2.807 -0.119
-0.384 1.957 -0.781
-1.456 1.228 -1.001
0.658 -0.306 0.486
-1.752 0.960 -0.829
3.463 -2.605 2.607
-3.812 1.337 0.939
3.987 -0.715 -0.380
-2.766 -0.575 -0.377
1.278 1.153 1.871
-1.327 0.293 -0.370
2.674 -0.952 -0.685
-1.476 3.094 0.868
-1.571 0.175 -0.213
0.335 0.394 0.060
0.068 -0.181 0.231
0.648 -0.735 -0.962
-1.008 0.628 1.928
-1.980 0.471 -0.760
-0.850 2.090 0.652
-2.734 -0.685 0.383
3.793 -1.586 -0.623
-1.829 1.571 -0.270
0.345 0.190 -0.446
0.461 0.510 0.386
0.535 -2.515 -0.784
-0.701 0.833 -0.300
0.573 -0.842 -0.188
1.011 -1.479 0.567
-1.668 1.964 0.886
3.603 -1.121 -0.905
-0.794 -0.012 1.793
5.318 2.217 -4.512
-3.501 -1.154 0.945
-3.475 1.700 0.235
-1.789 0.390 0.359
1.037 -0.919 -0.209
1.492 -2.199 2.001
-5.185 1.660 -2.962
3.345 0.385 0.629
-1.563 -0.643 -0.912
2.002 0.841 -0.400
-0.755 -0.380 0.232
0.460 -0.291 0.189
-0.766 -0.574 0.157
-1.089 0.680 -0.875
1.744 1.217 0.371
2.030 -2.938 1.478
2.343 0.942 -1.755
1.456 -1.354 -2.067
0.805 0.957 0.302
-0.183 -0.270 0.201
-0.288 -0.651 0.282
0.524 -0.321 0.183
-0.702 0.264 0.268
0.737 -0.024 0.000
0.560 -1.322 -0.116
0.457 0.016 0.306
-0.190 0.094 -0.423
0.847 -1.192 -0.698
-0.379 0.715 0.410
-0.387 0.057 -0.075
-0.436 1.444 0.563
-0.161 0.335 -0.169
-0.812 -0.840 0.633
-1.114 -1.960 0.811
-0.363 -0.309 0.500
0.702 1.131 -1.242
0.213 0.605 0.331
0.147 -0.178 0.266
0.554 -0.364 1.277
-0.631 -0.683 -0.428
0.269 0.305 0.386
-0.699 0.392 -0.238
-0.762 -0.420 -0.001
-1.020 -0.699 0.011
3.121 1.946 0.139
0.382 1.335 -0.328
0.906 3.502 0.459
-0.205 -1.588 -1.037
1.594 -0.681 0.152
0.522 0.421 -0.565
-0.129 -0.129 1.328
-0.333 0.068 -0.274
-1.123 -0.495 0.526
0.561 0.955 -0.004
1.229 -1.156 -0.255
1.147 -0.072 -0.139
0.073 -0.341 0.060
0.140 -0.135 -0.031
0.732 0.029 -0.524
-0.210 -0.046 0.059
-2.323 -0.057 -0.811
-0.474 -1.083 0.948
-0.291 0.682 0.210
-0.363 -0.106 -0.472
0.532 -2.072 0.636
-1.397 0.741 0.546
-0.014 0.343 0.436
0.018 -0.971 0.217
-0.667 0.318 -0.587
0.372 -0.120 -1.268
0.212 -0.105 -0.145
-0.095 0.250 -0.313
0.299 0.017 0.239
-0.175 -0.001 0.574
-0.218 0.278 -0.673
-0.152 0.057 -0.155
-0.355 -0.906 0.192
0.344 0.033 -0.040
-0.710 0.960 -0.156
-1.137 -0.147 0.074
-0.517 -0.229 0.602
0.047 0.204 0.014
-0.163 -0.371 0.028

LUMO (alpha / beta) (eV): 2.056 / 1.436
Net charge: -1
⟨S²⟩: 6.05
2S+1: 5



[2]
ORCA calculation (ωB97M-V/def2-TZVPD) on a molecular structure, C56H59FeN6O5 in a non-equilibrium geometry.

Last column: Löwdin charge in e.
Positions of all 127 atoms, in Å:
Fe (0.5126, 0.0411, 0.0344)  0.93
C (2.2311, -0.9240, 3.0701)  -0.16
N (1.3222, -1.1838, 1.9654)  0.01
C (0.8100, -2.3549, 1.9090)  -0.10
C (0.0318, -2.7853, 0.7970)  -0.34
C (-0.4250, -4.0654, 0.4832)  -0.06
C (-0.9631, -3.9737, -0.8062)  -0.09
C (-0.8043, -2.6442, -1.1982)  -0.19
N (-0.2177, -1.9185, -0.2245)  -0.05
C (1.9205, 0.2978, 3.8655)  -0.18
C (2.1748, 0.4747, 5.1565)  0.00
C (0.5202, 2.0922, 6.3638)  -0.24
C (-0.1293, 3.2049, 5.6039)  0.03
C (0.3455, 3.2158, 4.2096)  -0.17
C (1.4782, 1.5728, 3.2111)  -0.11
H (3.2270, -0.7624, 2.6380)  0.13
H (2.3044, -1.7903, 3.7345)  0.12
H (1.0074, -3.0930, 2.6914)  0.13
H (-0.3371, -4.9468, 1.1049)  0.10
H (-1.4072, -4.7660, -1.3909)  0.09
H (-1.0666, -2.2122, -2.1575)  0.11
H (2.5072, -0.2997, 5.8423)  0.12
H (0.6974, 2.3511, 7.4081)  0.13
H (-0.8947, 3.8477, 6.0224)  0.11
H (0.1970, 4.1581, 3.7002)  0.13
H (1.8842, 1.6427, 2.2046)  0.12
C (-0.1652, 6.6284, 0.1930)  0.03
C (0.5627, 5.7522, 1.1940)  -0.57
C (1.1711, 6.5451, 2.3354)  0.02
O (-0.3203, 4.7854, 1.7382)  -0.01
C (-0.0736, 3.5424, 1.0906)  -0.14
C (1.4089, 3.6412, 0.7649)  -0.17
O (1.5735, 5.0274, 0.5027)  0.00
C (1.8432, 2.8309, -0.4699)  -0.36
O (1.5478, 1.4744, -0.2936)  -0.20
C (1.1161, 3.4093, -1.6983)  -0.13
C (1.6259, 4.5068, -2.3884)  -0.02
C (0.9345, 5.0524, -3.4617)  -0.07
C (-0.2871, 4.5191, -3.8544)  -0.10
C (-0.8094, 3.4354, -3.1634)  -0.08
C (-0.1090, 2.8854, -2.0960)  -0.06
C (3.3670, 2.8621, -0.6682)  -0.12
C (4.2599, 3.2127, 0.3354)  -0.01
C (5.6322, 3.0860, 0.1381)  -0.07
C (6.1270, 2.5998, -1.0617)  -0.09
C (5.2387, 2.2385, -2.0696)  -0.08
C (3.8746, 2.3655, -1.8689)  -0.03
C (-0.6821, 2.3494, 1.8873)  -0.34
O (-0.7218, 1.2225, 1.0675)  -0.12
C (-2.1618, 2.7822, 2.0128)  -0.12
C (-2.7282, 3.2329, 3.1990)  0.00
C (-4.0271, 3.7231, 3.2127)  -0.07
C (-4.7770, 3.7725, 2.0470)  -0.09
C (-4.2173, 3.3183, 0.8609)  -0.07
C (-2.9238, 2.8212, 0.8479)  -0.02
C (-0.0656, 1.9863, 3.2792)  -0.18
C (1.7824, 2.6612, 4.2548)  -0.13
C (1.9001, 1.8886, 5.6027)  -0.16
C (-0.3711, 0.8688, 6.3231)  -0.04
C (-1.0090, 0.4292, 5.1792)  -0.09
C (-0.9321, 0.9076, 3.8784)  0.02
H (-0.9435, 7.1957, 0.7049)  0.09
H (-0.6209, 6.0039, -0.5795)  0.09
H (0.5406, 7.3137, -0.2799)  0.09
H (0.3815, 7.0123, 2.9267)  0.10
H (1.8292, 7.3161, 1.9313)  0.09
H (1.7562, 5.8821, 2.9768)  0.08
H (-0.6239, 3.5357, 0.1495)  0.13
H (2.0092, 3.3740, 1.6335)  0.12
H (2.5670, 4.9432, -2.0781)  0.13
H (1.3482, 5.9036, -3.9900)  0.10
H (-0.8277, 4.9496, -4.6891)  0.10
H (-1.7684, 3.0157, -3.4494)  0.11
H (-0.5346, 2.0497, -1.5551)  0.07
H (3.9033, 3.6021, 1.2819)  0.11
H (6.3145, 3.3722, 0.9302)  0.10
H (7.1956, 2.4985, -1.2104)  0.10
H (5.6128, 1.8511, -3.0120)  0.10
H (3.1796, 2.0636, -2.6440)  0.10
H (-2.1666, 3.2071, 4.1214)  0.10
H (-4.4481, 4.0775, 4.1461)  0.10
H (-5.7865, 4.1640, 2.0624)  0.10
H (-4.7920, 3.3502, -0.0578)  0.10
H (-2.4832, 2.4667, -0.0778)  0.10
H (2.6101, 3.3499, 4.0781)  0.14
H (2.7067, 2.2725, 6.2275)  0.13
H (-0.5059, 0.3072, 7.2415)  0.10
H (-1.6536, -0.4380, 5.3044)  0.10
H (-1.5002, 0.3565, 3.1367)  0.10
O (-1.9718, 0.2081, -1.6953)  -0.10
C (-3.3937, 0.1347, -1.6180)  -0.18
C (-4.0241, -0.2582, -0.2984)  -0.27
C (-5.3795, -0.0219, -0.0873)  -0.04
C (-5.9395, -0.4001, 1.1176)  -0.07
C (-5.1360, -1.0116, 2.0693)  -0.06
C (-3.8062, -1.2299, 1.7549)  -0.12
N (-3.2610, -0.8598, 0.5957)  0.14
H (-1.5928, -0.5805, -1.2657)  0.01
H (-3.7529, -0.5661, -2.3790)  0.13
H (-3.7675, 1.1212, -1.8963)  0.12
H (-5.9735, 0.4658, -0.8534)  0.12
H (-6.9889, -0.2182, 1.3144)  0.11
H (-5.5335, -1.3082, 3.0312)  0.10
H (-3.1380, -1.7262, 2.4535)  0.11
C (2.5415, 0.7235, -5.2693)  -0.16
C (1.1193, 0.7532, -4.7518)  -0.17
N (1.0726, 0.2182, -3.4025)  0.11
C (2.0261, -0.5670, -2.8104)  -0.36
N (1.8867, -0.8843, -1.5644)  0.03
C (2.8464, -1.7937, -0.9466)  -0.20
C (4.2178, -1.6916, -1.5862)  -0.15
C (4.0545, -1.9054, -3.0777)  -0.15
N (3.0748, -0.9663, -3.6026)  -0.04
C (3.1055, -0.6624, -5.0241)  -0.15
H (3.1484, 1.4574, -4.7333)  0.11
H (2.5683, 0.9682, -6.3316)  0.12
H (0.4819, 0.1611, -5.4173)  0.12
H (0.7320, 1.7712, -4.7412)  0.11
H (0.3806, 0.5822, -2.7717)  0.09
H (2.4724, -2.8234, -1.0230)  0.12
H (2.9019, -1.5569, 0.1172)  0.09
H (4.9020, -2.4323, -1.1685)  0.12
H (4.6257, -0.6949, -1.4053)  0.11
H (3.7456, -2.9399, -3.2744)  0.13
H (4.9955, -1.7375, -3.6039)  0.12
H (2.5357, -1.4021, -5.6025)  0.13
H (4.1425, -0.7199, -5.3531)  0.12

Forces on the atoms, in the same order (eV/Å):
0.490 0.267 0.277
0.050 0.054 -0.050
-0.203 0.132 -0.241
0.028 -0.046 0.089
-0.267 -0.174 0.178
0.087 0.032 0.019
-0.003 0.085 -0.042
-0.056 -0.202 -0.155
-0.277 0.569 0.150
0.076 0.108 -0.075
-0.026 0.028 0.152
-0.063 -0.177 -0.203
0.058 0.079 0.060
-0.036 -0.100 -0.009
-0.071 -0.149 0.054
0.027 -0.044 -0.062
0.008 -0.080 0.004
0.016 0.022 0.043
-0.011 0.095 -0.056
0.037 0.067 0.023
0.034 -0.014 0.088
-0.030 0.028 -0.102
0.040 0.021 0.027
0.045 -0.079 -0.064
0.005 0.046 -0.051
0.019 0.069 0.083
-0.017 -0.063 -0.042
-0.065 0.086 -0.024
0.044 -0.038 -0.031
0.037 -0.034 0.133
0.059 -0.107 -0.083
-0.059 0.016 0.145
0.154 -0.020 0.011
-0.172 0.087 -0.210
0.289 0.262 0.119
0.075 -0.021 0.053
-0.029 -0.024 -0.027
0.008 -0.008 -0.002
0.029 0.023 0.005
-0.055 -0.032 0.012
0.070 0.076 -0.021
-0.077 -0.205 0.009
0.017 0.115 -0.004
0.001 0.002 -0.009
-0.023 -0.001 0.016
-0.016 -0.021 -0.019
0.018 -0.002 0.052
0.206 0.282 0.265
0.088 -1.054 -0.750
-0.037 -0.086 0.009
0.023 -0.048 -0.054
-0.031 0.022 0.037
0.043 0.000 0.024
-0.029 -0.058 0.002
-0.016 -0.009 -0.061
-0.118 -0.182 -0.071
-0.086 0.017 0.078
-0.068 -0.051 -0.044
0.065 0.104 0.032
0.016 0.000 0.030
0.132 0.037 -0.057
0.014 0.022 -0.055
0.031 0.041 0.046
-0.057 -0.007 0.008
0.052 -0.001 -0.017
-0.034 -0.006 0.062
-0.053 0.028 -0.022
-0.017 -0.042 -0.052
-0.002 -0.016 -0.074
-0.017 -0.020 -0.010
-0.008 -0.026 0.024
0.012 -0.012 0.030
0.058 -0.009 0.020
-0.079 0.020 0.001
0.054 -0.014 -0.074
-0.028 -0.017 -0.029
-0.043 0.015 -0.003
-0.020 0.015 0.045
0.016 0.007 0.040
-0.012 0.009 -0.019
-0.013 -0.013 -0.019
0.006 -0.005 0.001
0.012 -0.010 0.012
-0.067 -0.027 0.047
0.004 -0.020 -0.029
-0.026 0.062 0.041
0.004 0.012 -0.061
0.029 0.019 -0.014
-0.022 0.008 0.004
-0.196 -0.162 0.413
0.159 0.066 -0.342
0.227 0.010 0.020
-0.068 0.102 -0.057
-0.034 0.028 -0.069
0.020 -0.017 0.056
0.063 0.040 -0.055
0.290 -0.104 0.064
-0.548 0.112 0.089
-0.057 -0.051 -0.054
0.039 0.053 -0.037
0.018 -0.016 0.054
0.023 0.011 0.010
0.032 -0.022 -0.034
-0.041 0.042 -0.022
0.052 -0.011 0.062
0.000 -0.039 0.031
0.288 -0.125 0.071
-0.109 0.081 -0.155
-0.118 0.182 0.477
-0.072 -0.011 -0.049
-0.085 0.042 -0.043
-0.028 -0.003 -0.008
0.030 0.068 0.043
-0.081 -0.027 0.061
0.012 0.006 -0.058
-0.025 -0.019 0.005
-0.045 -0.002 -0.013
-0.034 0.039 0.061
-0.096 0.013 -0.002
-0.019 0.017 0.050
0.020 -0.011 -0.078
-0.017 0.010 -0.015
0.062 0.019 0.015
0.006 -0.007 -0.031
0.010 0.025 -0.032
0.019 -0.030 -0.010
0.059 -0.023 0.017

LUMO (alpha / beta) (eV): -1.879 / 0.036
⟨S²⟩: 9.18
2S+1: 6



- The highest 2S+1 belongs to which entry?
  C56H59FeN6O5